Molecular formula: C9H17CeClINO2P
Method: DFT, the ωB97M-V functional and the def2-TZVPD basis

Geometry as XYZ:
```
33
Properties=species:S:1:pos:R:3:forces:R:3:lowdin_charge:R:1
C -0.96578 1.95704 1.69000 -0.14 0.41 -0.04 -0.0181
C -1.37004 1.25509 0.43265 2.94 -3.52 0.76 -0.3997
H -1.70880 1.79605 2.48306 -0.08 0.08 -0.17 0.1323
H -0.86453 3.03707 1.51886 0.07 -0.33 0.29 0.0932
H -0.02133 1.53412 2.05906 -0.26 0.19 -0.12 0.0815
O -0.95282 0.04793 0.29760 -1.65 3.59 0.77 -0.2968
I -0.49543 -0.28359 -2.68267 1.66 -0.94 0.09 0.4812
Ce 1.47067 -0.42188 0.01586 -1.29 1.81 -2.03 0.6919
P -2.07260 2.27499 -0.93283 -0.53 1.03 -0.37 0.8867
C -3.30179 1.39322 -1.84879 -0.45 -0.49 -0.70 -0.2172
C -2.91928 3.60869 -0.03345 -0.05 -0.10 0.10 -0.1648
H 0.14974 3.20296 -1.23137 -0.34 0.10 -0.19 0.0543
H -1.07913 3.98699 -2.32720 0.03 -0.28 0.42 0.0899
H -0.41944 2.34405 -2.68736 -0.19 0.45 0.42 -0.0376
C -0.72365 3.03924 -1.88574 0.17 -0.24 -0.21 -0.1869
H -2.21528 4.28733 0.47141 -0.26 -0.27 -0.22 0.0739
H -3.48746 4.19294 -0.76887 0.10 -0.14 0.14 0.0825
H -3.92125 2.10510 -2.40471 0.04 0.03 0.19 0.0865
H -3.93311 0.80579 -1.17632 0.01 0.17 0.05 0.0887
H -3.62584 3.17947 0.69725 0.24 0.22 -0.27 0.0877
H -2.83745 0.69641 -2.56041 -0.27 0.40 0.34 -0.0581
C -0.13525 -2.71291 -0.16442 -4.31 -2.04 0.13 -0.0425
O -1.15287 -3.25510 -0.12340 3.93 1.80 -0.19 0.1389
Cl 2.50801 1.92915 0.27940 -0.41 -0.63 0.03 0.0435
C 3.79499 -5.36876 0.77060 -0.29 0.06 -0.44 -0.0545
C 4.08831 -4.18270 1.70553 0.53 -0.58 0.78 -0.1717
C 3.23310 -3.06317 1.41144 -0.48 1.86 -1.00 -0.0490
N 2.63662 -2.13461 1.02390 1.71 -2.89 1.62 0.0031
H 2.74465 -5.67241 0.83218 0.25 -0.05 0.14 0.0898
H 4.43645 -6.22008 1.01030 -0.12 0.24 0.06 0.0991
H 3.98107 -5.06904 -0.26763 0.07 -0.14 0.22 0.0919
H 4.02723 -4.43908 2.77575 -0.41 0.01 -0.28 0.1493
H 5.13227 -3.85031 1.62032 -0.20 0.20 -0.30 0.1511
```
Positions in Å, forces in eV/Å.

## Properties
Highest occupied orbital energy (alpha / beta) ... -0.531 / -0.531 Eh
Frontier orbital gap (alpha / beta) ... 6.380 / 6.402 eV
DFT total energy ... -58021.54867 eV
Net charge ... +2
⟨S²⟩ ... 0.751
Spin multiplicity ... 2
F_max ... 4.77 eV/Å
Relative energy (zero: lowest compared OMol25 entry of this formula, charge and spin) ... 0.329 eV
Lowest unoccupied orbital energy (alpha / beta) ... -8.07 / -8.05 eV

***

Molecular formula: C4H4O2
Method: DFT, the ωB97M-V functional and the def2-TZVPD basis

Geometry as XYZ:
```
10
Properties=species:S:1:pos:R:3:forces:R:3:lowdin_charge:R:1
C -0.10645 0.52973 -1.29940 1.73 0.28 -0.62 0.0206
C 1.29450 0.32594 -0.28142 -2.68 1.39 -1.61 -0.4185
O 2.35611 0.80244 -0.51887 0.50 -0.36 -0.08 0.1169
C 0.46920 -0.24124 0.60724 0.37 -2.30 3.53 -0.0041
C -0.12266 -0.83989 1.57249 -0.07 1.50 -1.71 -0.0878
O -1.39407 -1.06255 1.83611 0.10 -0.17 0.42 0.0492
H -0.02735 -0.30983 -1.98633 -0.19 0.05 -0.13 0.0705
H -1.11290 0.61645 -0.89505 0.21 -0.23 0.42 0.0703
H 0.13544 1.46001 -1.80566 0.02 0.09 -0.17 0.0694
H -1.49181 -1.28104 2.77088 -0.02 -0.25 -0.04 0.1136
```
Positions in Å, forces in eV/Å.

## Properties
Highest occupied orbital energy ... -0.333 Eh
Frontier orbital gap ... 9.147 eV
DFT total energy ... -8303.19498 eV
Spin multiplicity ... 1
F_max ... 4.23 eV/Å
Relative energy (zero: lowest compared OMol25 entry of this formula, charge and spin) ... 3.882 eV
SMILES ... CC(=O)C#CO
Lowest unoccupied orbital energy ... 0.08 eV

***

Molecular formula: CH7O3
Method: DFT, the ωB97M-V functional and the def2-TZVPD basis

Geometry as XYZ:
```
11
Properties=species:S:1:pos:R:3:forces:R:3:lowdin_charge:R:1
C 0.22027 -1.20420 -0.76800 -0.26 0.64 -1.24 -0.2121
O -0.31952 -0.09173 -1.54871 -0.87 -3.93 -0.74 -0.2405
H 0.82710 -0.83518 0.11793 -0.53 -0.45 -1.13 0.0539
H -0.66192 -1.83087 -0.33568 1.43 0.90 -0.88 0.0686
H 0.87937 -1.87565 -1.51130 -1.27 1.14 1.85 0.0803
H 0.08075 0.78721 -1.38546 0.94 0.51 1.93 -0.0409
H 1.29394 1.19720 0.22653 -0.89 0.87 -0.71 -0.0891
O 0.57185 1.69881 -0.23465 1.16 0.28 1.34 -0.4921
H -0.63263 1.35445 1.36075 -0.19 -1.18 0.23 0.0176
H -1.17597 -0.07236 1.94819 0.31 0.61 -0.52 -0.0004
O -1.08323 0.87233 2.13040 0.17 0.62 -0.12 -0.1452
```
Positions in Å, forces in eV/Å.

## Properties
Highest occupied orbital energy ... -0.127 Eh
Frontier orbital gap ... 7.727 eV
DFT total energy ... -7292.58349 eV
Net charge ... -1
Spin multiplicity ... 1
F_max ... 4.10 eV/Å
Relative energy (zero: lowest compared OMol25 entry of this formula, charge and spin) ... 1.140 eV
Lowest unoccupied orbital energy ... 4.27 eV

***

Molecular formula: C19H17FN4O3
Method: DFT, the ωB97M-V functional and the def2-TZVPD basis

Geometry as XYZ:
```
44
Properties=species:S:1:pos:R:3:forces:R:3:lowdin_charge:R:1
O 3.66402 1.82099 -0.98641 -0.30 1.52 1.70 0.1431
C 2.48689 2.02896 -0.95854 -0.81 -0.83 -1.80 -0.3392
O 1.73365 3.11246 -0.30669 0.95 -2.85 0.41 -0.0366
C 1.69796 3.02067 1.17448 1.95 -0.76 0.91 -0.1276
C 0.30372 3.01074 1.80825 1.90 -1.13 -0.92 -0.1444
O -0.24477 1.76181 1.40645 -1.45 -0.35 0.86 -0.0920
C -0.63060 0.79955 2.34296 -0.52 -1.08 -1.09 -0.1714
C -0.08757 0.75368 3.61194 0.08 -1.35 1.71 0.0431
C -0.29931 -0.34970 4.49860 -0.53 0.91 -1.59 -0.2195
F 0.26416 -0.35990 5.77159 -0.78 -0.04 -1.89 0.0237
C -1.12563 -1.36367 4.01760 0.26 -0.32 2.06 -0.0437
C -1.80308 -1.30737 2.80825 2.06 2.28 -1.38 0.0037
C -1.51619 -0.25640 1.85745 -0.09 0.02 2.22 -0.1218
N -2.17932 -0.13775 0.61588 0.97 2.88 1.35 0.1073
C -2.29612 -1.19832 -0.26455 0.45 0.64 -0.20 -0.3361
N -3.26428 -2.02709 -0.10429 -1.73 -2.25 -0.75 0.1396
C -3.43888 -2.98778 -1.06765 -0.13 0.30 -0.99 -0.1594
N -2.68051 -3.24725 -2.17858 0.04 1.14 2.24 0.1308
C -1.58486 -2.42874 -2.20112 -1.81 -0.80 -0.02 -0.2608
N -0.56364 -2.49968 -3.11256 0.40 0.52 0.48 0.1429
C 0.34647 -1.47703 -2.79543 -0.11 2.03 1.09 -0.1167
C -0.18162 -0.73429 -1.71054 1.46 -1.54 -2.45 -0.0974
C -1.42884 -1.33519 -1.30766 2.56 -0.76 -2.30 -0.0418
C 0.48453 0.47129 -1.18527 -0.83 1.47 -0.61 -0.1196
C 1.67272 1.09455 -1.93408 0.11 -1.16 0.15 -0.1651
C 2.52697 -0.08038 -2.62753 -0.41 1.32 -0.92 -0.1260
C 1.63936 -0.98264 -3.54066 0.18 -2.05 2.14 -0.1099
H 2.23713 2.11516 1.63371 -0.56 0.91 -1.35 0.1573
H 2.31753 3.85655 1.48439 -0.27 0.35 0.33 0.1191
H -0.18245 3.79595 1.33095 -1.68 1.26 -0.71 0.1065
H 0.33070 3.20148 2.88292 0.12 -0.24 -0.15 0.1273
H 0.53734 1.52832 3.99663 0.40 0.48 -0.05 0.1039
H -1.32120 -2.20099 4.70091 0.05 0.26 -0.39 0.1205
H -2.39609 -2.13379 2.54826 -0.93 -0.70 -0.48 0.0876
H -2.02923 0.83150 0.23358 -0.04 -1.82 0.14 0.1615
H -4.42962 -3.48500 -0.98352 1.10 -0.08 -0.13 0.1100
H -0.44769 -3.23361 -3.80859 -0.16 0.42 0.43 0.1660
H -0.30059 1.24406 -1.18622 0.34 -0.02 0.56 0.1292
H 0.81402 0.30959 -0.19797 0.06 -0.22 1.45 0.1054
H 1.28022 1.74973 -2.70549 0.00 0.06 -0.37 0.1453
H 3.25605 0.34589 -3.37373 -0.41 -0.16 1.13 0.1251
H 3.07984 -0.74117 -1.95113 -0.22 0.55 0.27 0.1185
H 1.40734 -0.46339 -4.42609 -0.56 0.58 -1.19 0.0856
H 2.35147 -1.82181 -3.81051 -1.13 0.59 0.10 0.1258
```
Positions in Å, forces in eV/Å.

## Properties
Highest occupied orbital energy ... -0.294 Eh
Frontier orbital gap ... 8.492 eV
DFT total energy ... -34797.34233 eV
Spin multiplicity ... 1
F_max ... 3.52 eV/Å
SMILES ... O=C1OCCOc2cc(F)ccc2Nc2ncnc3[nH]c4c(c23)C[C@@H]1CC4
Lowest unoccupied orbital energy ... 0.49 eV

***

Molecular formula: C28H29BIrN10OS
Method: DFT, the ωB97M-V functional and the def2-TZVPD basis

Geometry as XYZ:
```
71
Properties=species:S:1:pos:R:3:forces:R:3:lowdin_charge:R:1
Ir 0.15908 0.14292 -0.11953 -0.12 -0.89 -1.63 1.5621
C 1.31086 -3.29624 -2.30964 -0.08 0.06 -0.03 0.0120
C 0.68027 -2.06818 -2.23820 -0.06 -0.08 -0.06 -0.0892
N 0.52252 -1.72463 -0.95346 0.18 0.44 0.75 -0.0981
N 1.07383 -2.70662 -0.18889 0.10 0.19 -0.26 0.0616
C 1.53767 -3.66753 -0.99221 0.04 0.01 -0.14 0.0012
B 0.83190 -2.64541 1.33244 0.12 -0.18 0.45 -0.6517
N -0.68481 -2.35620 1.48373 -0.07 -0.26 -0.04 0.0367
C -1.69953 -3.07174 1.99890 -0.08 0.07 0.01 -0.0217
C -2.84604 -2.30265 1.96114 -0.02 0.04 0.01 -0.0060
C -2.45042 -1.10951 1.36453 -0.01 -0.19 0.04 -0.1138
N -1.15369 -1.16839 1.06249 -0.49 0.75 -0.09 -0.0799
N 1.55943 -1.41387 1.94354 0.05 -0.09 0.05 0.0388
C 2.32533 -1.34480 3.04305 0.13 0.14 0.11 -0.0056
C 2.56409 -0.01136 3.32855 -0.03 -0.01 -0.09 -0.0013
C 1.89459 0.69425 2.33389 0.05 -0.01 0.09 -0.0886
N 1.29734 -0.17434 1.51720 -0.32 0.32 0.21 -0.1556
N 1.32454 -3.85413 2.06335 -0.16 -0.14 0.11 -0.0244
C 0.92455 -4.41674 3.24442 -0.15 0.08 -0.12 -0.0851
C 1.83362 -5.37486 3.58108 0.26 -0.10 0.04 -0.0380
C 2.80532 -5.31994 2.55645 -0.06 0.28 0.22 -0.1182
N 2.51578 -4.38407 1.67471 -0.04 -0.19 -0.29 0.0662
H 1.56209 -3.84711 -3.19858 -0.02 -0.03 0.02 0.1197
H 0.33083 -1.43251 -3.03372 0.02 -0.05 0.02 0.1195
H 2.00434 -4.54653 -0.58389 -0.04 0.01 0.09 0.1263
H -1.55499 -4.08196 2.33999 0.03 0.03 0.04 0.1303
H -3.82523 -2.56186 2.32312 0.01 -0.04 -0.03 0.1159
H -3.03220 -0.22762 1.15326 0.02 0.00 -0.03 0.1099
H 2.65911 -2.23228 3.55538 -0.05 -0.05 -0.07 0.1388
H 3.13425 0.39415 4.14542 0.03 -0.02 -0.02 0.1163
H 1.82044 1.75735 2.17165 -0.03 -0.03 -0.05 0.1246
H 0.04486 -4.08477 3.76951 0.01 -0.01 -0.01 0.1176
H 1.83052 -6.01190 4.44839 -0.06 0.00 -0.02 0.1071
H 3.71284 -5.89409 2.46013 -0.02 -0.02 -0.05 0.1148
C -4.46431 1.67671 -3.24282 0.10 0.04 -0.02 -0.0359
C -3.40121 2.31655 -3.87394 -0.05 0.02 0.05 -0.0398
C -2.09923 2.04623 -3.49355 0.28 0.03 -0.06 -0.0156
C -1.86065 1.15833 -2.44763 -0.32 -0.44 -0.34 -0.2961
C -2.92080 0.55607 -1.78642 0.14 -0.38 0.02 -0.0730
C -4.21887 0.79697 -2.19807 -0.11 0.01 0.07 -0.0480
N -0.53513 0.79029 -2.06602 0.09 0.12 0.91 -0.0760
N 0.37225 1.09312 -2.86335 -0.03 0.51 -0.40 0.1166
C 1.66718 0.87811 -2.42153 0.16 -0.31 0.14 -0.2969
C 2.73174 1.09956 -3.28133 -0.09 0.05 -0.33 0.0224
C 4.01388 0.74470 -2.88762 0.04 0.03 0.03 -0.0239
C 4.22141 0.17200 -1.63892 -0.18 0.03 -0.09 -0.0156
C 3.15298 -0.03658 -0.76736 0.15 0.16 0.32 -0.0536
C 1.88115 0.37336 -1.12745 -0.30 0.50 0.04 -0.2199
H -5.47738 1.85192 -3.57870 0.00 0.04 0.04 0.1217
H -3.59009 3.01841 -4.67482 0.02 -0.05 -0.04 0.1209
H -1.25843 2.48274 -4.01484 -0.06 0.10 0.00 0.1166
H -2.71247 -0.14640 -0.98866 -0.04 -0.02 -0.07 0.0769
H -5.04371 0.29000 -1.71536 0.02 0.00 0.02 0.1200
H 2.53123 1.51991 -4.25907 0.05 -0.02 0.00 0.1317
H 4.84671 0.88840 -3.56185 -0.01 0.04 0.00 0.1247
H 5.21695 -0.12637 -1.33901 -0.01 -0.02 0.00 0.1261
H 3.34166 -0.51732 0.18351 -0.01 0.02 0.00 0.1082
O -0.82492 1.82539 0.62723 0.92 -0.48 0.69 -0.6592
S -1.86638 2.87486 0.14071 0.04 0.13 -0.18 1.0646
C -2.37911 3.72069 1.66156 -0.03 0.04 0.05 -0.2748
C -2.18090 5.20936 1.38802 0.06 0.03 -0.04 -0.2098
C -0.86043 5.33153 0.63321 -0.04 0.06 0.08 -0.2067
C -0.89571 4.28574 -0.47709 0.05 0.05 0.04 -0.2767
H -1.73739 3.35060 2.46257 0.05 -0.06 -0.08 0.1111
H -3.41313 3.44321 1.85558 0.02 -0.05 0.05 0.1010
H -2.15882 5.77250 2.31964 -0.07 -0.06 0.04 0.1319
H -3.00894 5.59733 0.79172 0.02 0.01 -0.02 0.1266
H -0.02588 5.13695 1.30849 0.01 -0.02 -0.01 0.1247
H -0.72881 6.33183 0.22417 0.05 -0.03 -0.05 0.1301
H 0.08471 3.90020 -0.75782 -0.05 -0.08 -0.07 0.1006
H -1.41222 4.63630 -1.37140 -0.03 -0.02 0.01 0.1029
```
Positions in Å, forces in eV/Å.

## Properties
Highest occupied orbital energy (alpha / beta) ... -0.512 / -0.512 Eh
Frontier orbital gap (alpha / beta) ... 7.144 / 5.420 eV
DFT total energy ... -60792.46898 eV
Net charge ... +2
⟨S²⟩ ... 0.762
Spin multiplicity ... 2
F_max ... 1.86 eV/Å
Relative energy (zero: lowest compared OMol25 entry of this formula, charge and spin) ... 1.239 eV
Lowest unoccupied orbital energy (alpha / beta) ... -6.79 / -8.51 eV

***

Molecular formula: H20O10
Method: DFT, the ωB97M-V functional and the def2-TZVPD basis

Geometry as XYZ:
```
30
Properties=species:S:1:pos:R:3:forces:R:3:lowdin_charge:R:1
O 2.55937 1.62713 -0.30590 0.38 -0.73 -1.43 -0.0283
H 2.29437 2.22913 -1.00290 0.16 -0.02 -0.36 0.0362
H 2.26637 2.08413 0.45610 -0.37 0.85 1.64 -0.0436
O 1.40537 -1.32487 -1.43590 -0.24 -1.56 -1.37 -0.0640
H 0.98237 -2.12687 -1.06790 0.72 0.01 -0.07 -0.0018
H 1.05337 -0.70387 -0.82590 -0.05 1.63 1.15 -0.0457
O 2.19237 -1.25687 2.11010 -2.20 -2.07 -1.39 -0.0217
H 1.52237 -0.72887 1.64910 -0.06 -0.23 -0.30 -0.0048
H 2.67937 -0.59887 2.49610 2.30 2.33 1.69 -0.0242
O -0.85363 2.91013 0.27310 -1.16 -0.35 -0.40 -0.0512
H -0.61663 3.36713 -0.54390 0.10 0.05 0.20 0.0659
H -1.81963 2.72613 0.16710 1.01 0.14 0.21 0.0562
O -1.26863 -1.90887 -2.25490 -0.54 -0.84 -0.52 -0.0419
H -0.51263 -1.33187 -2.26590 1.09 0.94 0.08 0.0201
H -0.80063 -2.73887 -2.42090 -0.40 -0.12 -0.12 0.0697
O -1.82963 -1.59587 0.30810 -1.20 0.85 2.96 -0.0428
H -2.25863 -0.74087 0.18110 -0.56 0.11 0.32 0.0274
H -1.66563 -1.82587 -0.56990 0.70 -1.10 -2.84 -0.0483
O 0.24137 -3.33387 0.11110 -1.27 -1.24 -0.43 -0.0591
H -0.53963 -3.85787 -0.22090 1.24 0.76 0.69 0.0860
H -0.08363 -2.94287 0.93510 0.13 -0.04 -0.14 0.0542
O -2.84863 0.97513 -0.72890 1.05 -0.21 -1.35 -0.0450
H -3.55463 0.57713 -1.23590 -1.12 -0.16 0.27 0.0620
H -2.18763 0.91413 -1.45890 0.05 0.35 0.97 0.0802
O 0.14437 0.04713 0.54010 1.25 0.94 0.22 -0.0581
H -0.24163 0.89613 0.31010 -0.05 0.33 0.11 0.0188
H -0.55163 -0.59587 0.63810 -0.88 -0.68 0.10 -0.0135
O 1.51037 3.27813 1.80110 3.32 2.26 -0.29 -0.0195
H 0.75037 2.78013 1.75210 -2.70 -1.82 0.54 -0.0345
H 2.03137 3.20113 2.61010 -0.72 -0.39 -0.13 0.0711
```
Positions in Å, forces in eV/Å.

## Properties
Highest occupied orbital energy ... -0.382 Eh
Frontier orbital gap ... 10.154 eV
DFT total energy ... -20799.79264 eV
Spin multiplicity ... 1
F_max ... 4.03 eV/Å
Relative energy (zero: lowest compared OMol25 entry of this formula, charge and spin) ... 2.820 eV
SMILES ... O.O.O.O.O.O.O.O.O.O
Lowest unoccupied orbital energy ... -0.23 eV

***

Molecular formula: C3H5NO2
Method: DFT, the ωB97M-V functional and the def2-TZVPD basis

Geometry as XYZ:
```
11
Properties=species:S:1:pos:R:3:forces:R:3:lowdin_charge:R:1
O 2.27301 -0.79982 -0.62409 -0.45 0.61 0.86 0.0505
C 1.83615 -0.15249 0.30589 0.19 -0.33 -0.47 -0.2245
C 0.37411 0.19581 0.47700 -0.14 0.01 -0.02 -0.1568
N -0.40978 -0.34566 -0.62274 -0.33 0.06 -0.08 0.0111
C -1.72208 -0.12349 -0.75575 0.73 0.26 0.68 -0.2646
O -2.31515 0.61500 0.18668 0.21 -0.68 -1.00 -0.0795
H 2.49839 0.23401 1.11525 -0.13 -0.16 -0.29 0.1278
H 0.02641 -0.19004 1.45057 0.13 0.07 -0.24 0.1352
H 0.26755 1.29172 0.54139 0.08 -0.26 -0.03 0.1340
H 0.10399 -0.88521 -1.31525 -0.27 0.18 0.20 0.1268
H -2.93259 0.16016 -0.75895 -0.02 0.25 0.38 0.1401
```
Positions in Å, forces in eV/Å.

## Properties
Highest occupied orbital energy ... -0.331 Eh
Frontier orbital gap ... 9.804 eV
DFT total energy ... -8773.67369 eV
Spin multiplicity ... 1
F_max ... 1.23 eV/Å
Relative energy (zero: lowest compared OMol25 entry of this formula, charge and spin) ... 4.021 eV
Lowest unoccupied orbital energy ... 0.79 eV

***

- What is the formula in the fourth record?
  C19H17FN4O3

***

- Which formula does entry 1 have?
  C9H17CeClINO2P